Density functional theory data (ωB97M-V/def2-TZVPD) for 4 unconnected molecules or ions with the total composition C29H45BrN5O7 at a distorted geometry.

- energy relative to the best compared isomer or geometry (same formula, charge and spin) (eV) = 0.000
- HOMO level (eV) = -12.32
- Kohn-Sham gap (eV) = 8.5

The geometry in ORCA input format:
```
! RIJCOSX wB97M-V def2-TZVPD def2/J DEFGRID3
* xyz 1 1
C -1.52547 -2.63627 -1.22518
C -1.36931 -2.88543 0.29055
N 0.03515 -2.75161 0.75590
C 0.22882 -1.79117 1.73373
C 0.70607 -0.51093 1.49652
C 1.06229 -0.10861 0.07822
C 2.18916 -0.98522 -0.55576
C 3.42526 -0.17538 -1.03279
C 4.48713 -0.18708 0.06544
O 4.87605 0.85803 0.52029
O 4.94825 -1.39426 0.53666
C 0.80177 0.35872 2.58235
C 1.27087 1.78774 2.39186
O 0.82415 2.47196 1.50595
O 2.17661 2.33225 3.26713
C 3.51511 1.90057 3.03000
O 3.69834 0.49993 3.16313
C 3.72873 0.07080 4.45729
C 4.17977 -1.38030 4.62309
O 3.41434 0.73020 5.41092
C 0.43809 -0.04552 3.87420
C 0.47167 0.79704 5.15430
O -0.84563 0.81426 5.68393
C -1.75461 1.42161 4.77281
C 0.01416 -1.32770 4.03149
N -0.08509 -2.15322 2.99378
Br -0.68749 -3.88215 3.35644
H -0.97639 -1.73147 -1.51062
H -1.12139 -3.47777 -1.79964
H -2.58779 -2.57748 -1.47902
H -1.64898 -3.93927 0.43922
H -2.08689 -2.31345 0.88770
H 0.69173 -2.65924 -0.00697
H 0.13905 -0.15078 -0.51309
H 1.39669 0.92744 0.01897
H 2.44081 -1.84071 0.08557
H 1.74561 -1.42960 -1.45481
H 3.84181 -0.64484 -1.93037
H 3.09481 0.83928 -1.24903
H 4.54965 -1.51353 1.40876
H 4.13165 2.41423 3.77263
H 3.85528 2.24467 2.05141
H 3.30456 -2.03769 4.65473
H 4.75854 -1.43585 5.54306
H 4.77920 -1.66029 3.74928
H 0.78955 1.83002 5.00516
H 1.10339 0.27318 5.87530
H -1.26407 1.95902 3.94911
H -2.42941 2.13013 5.26835
H -2.38358 0.61899 4.36230
H -0.27300 -1.67963 5.01674
C -6.27488 -0.21974 1.10688
C -5.64767 1.08055 1.59790
C -4.13214 1.13499 1.37021
C -3.46385 0.04413 2.09473
N -2.94564 -0.80810 2.67228
H -5.88353 -1.08340 1.64754
H -7.35318 -0.20250 1.26082
H -6.08771 -0.36824 0.04126
H -5.86378 1.20246 2.66119
H -6.11133 1.92048 1.07863
H -3.72953 2.08571 1.72331
H -3.90054 1.04401 0.30764
C 2.04951 3.60609 -3.42109
C 2.48995 2.93710 -4.71888
C 1.51113 1.85778 -5.19646
C 1.39309 0.79224 -4.19096
N 1.31472 -0.03250 -3.39398
H 2.00274 2.89134 -2.59667
H 2.75698 4.38417 -3.13582
H 1.06589 4.06719 -3.53079
H 3.47950 2.49796 -4.57670
H 2.58500 3.69501 -5.49759
H 1.85894 1.41773 -6.13174
H 0.52289 2.28665 -5.37199
C -0.96254 -1.28978 -5.66398
C -2.03507 -0.86415 -6.65940
C -3.33608 -0.43511 -5.97243
C -3.89222 -1.54558 -5.18323
N -4.31626 -2.41744 -4.56142
H -1.27821 -2.16187 -5.08866
H -0.04335 -1.56127 -6.18500
H -0.72442 -0.48899 -4.96515
H -2.23287 -1.68992 -7.34522
H -1.66189 -0.03272 -7.26111
H -4.07293 -0.12807 -6.71497
H -3.15572 0.41019 -5.30612
*
```